# 1
Computed, not measured: a cluster of 4 separate species, C3H13O3S in total at a distorted geometry, with the ωB97M-V functional and the def2-TZVPD basis.

```
20
Properties=species:S:1:pos:R:3:forces:R:3
S -0.1824 -0.0667 -1.7649 -0.07 -0.66 -0.54
O -3.4256 -1.0802 -2.7583 -1.36 -0.18 -1.01
O -1.0871 2.5530 0.4102 1.09 1.55 -0.06
O 0.2085 3.8250 3.5894 1.53 1.49 2.84
C 0.7431 -1.6411 0.2978 -2.41 -1.30 -1.36
C 0.5194 -1.7308 -1.2955 2.12 1.32 0.12
C 2.0465 -1.0377 0.7368 -0.46 3.01 2.01
H 0.6446 -2.6342 0.7096 0.08 -0.80 0.14
H -2.6579 -1.2072 -2.2252 1.38 0.26 0.80
H -3.0683 -1.0140 -3.6515 0.06 0.10 0.24
H 0.9135 4.0070 2.9971 0.75 0.09 -0.91
H -0.1519 -2.5421 -1.6091 0.16 0.17 0.39
H 1.5551 -1.8939 -1.8931 -2.14 0.25 1.51
H -0.6472 2.4504 -0.4448 0.42 -0.10 0.12
H -0.4415 3.3987 3.1208 -2.30 -1.62 -2.04
H -1.7341 1.8925 0.3149 -1.39 -1.58 0.07
H 1.8176 0.0405 0.6750 0.74 0.09 -0.97
H 3.0306 -1.2425 0.2939 -0.72 -0.36 -0.32
H -0.2756 -1.1207 0.6457 2.67 -0.55 -0.39
H 2.1927 -0.9561 1.8512 -0.17 -1.18 -0.64
```
Positions in Å, forces in eV/Å.

Properties
- ΔE to the lowest compared entry with this formula, charge and spin (kJ/mol) = 173.76
- energy (eV) = -20299.91150
- HOMO (eV) = -2.985
- charge = -1
- molar mass (g mol⁻¹) = 129.20

Löwdin population analysis, charges in e, atoms 1 to 4: 0.168 -0.107 -0.089 -0.014

---

# 2
Computed, not measured: a cluster of 4 separate species, C3H13O4 in total at a distorted geometry, with the ωB97M-V functional and the def2-TZVPD basis.

```
20
Properties=species:S:1:pos:R:3:forces:R:3
O -0.2014 1.2091 -0.3241 -0.99 0.67 -0.80
O 0.7678 -0.3557 3.2784 1.46 0.29 0.66
O 1.7140 2.7342 -0.9944 -0.27 -0.57 -0.22
O -0.6815 1.6917 2.1099 0.76 1.30 -0.49
C -0.3296 -0.2296 -0.2922 2.69 3.24 1.85
C -0.5033 -2.4230 -1.5864 1.45 1.25 -0.98
C -0.3675 -0.8521 -1.6458 -1.74 -1.51 -0.64
H -0.1140 2.4710 2.2079 -0.18 0.03 0.84
H 0.3381 0.4490 2.9169 -0.86 -0.70 -0.25
H 1.1647 1.8804 -1.1229 0.21 0.70 0.31
H -1.3060 -0.5667 -2.1946 0.72 0.36 0.53
H 0.0789 -2.8091 -0.7399 -0.87 -0.24 0.22
H 0.1657 -2.7606 -2.4051 -0.67 -0.46 -0.05
H 0.2108 -1.1164 3.4174 -0.67 0.29 -0.43
H -0.4827 1.6868 1.0503 -0.48 -1.77 -0.56
H -1.1771 -0.3953 0.3841 -0.02 -0.96 -0.33
H 1.1722 2.9871 -0.2369 0.22 0.27 -0.01
H 0.4418 -0.6150 -2.3376 0.28 0.45 0.54
H 0.6668 -0.3229 0.2884 -1.44 -1.92 -0.75
H -1.5577 -2.6628 -1.7735 0.40 -0.69 0.58
```
Positions in Å, forces in eV/Å.

Properties
- ΔE to the lowest compared entry with this formula, charge and spin (kJ/mol) = 100.23
- energy (eV) = -11507.54348
- expectation value of S² = 0.751
- spin multiplicity = 2
- HOMO (spin up / spin down) (eV) = 4.167 / -0.884
- charge = -2
- molar mass (g mol⁻¹) = 113.13

Löwdin population analysis, charges in e, atoms 1 to 4: -0.418 -0.161 -0.190 -0.200

---

# 3
Computed, not measured: a cluster of 3 separate species, C3H14N2O2 in total at a distorted geometry, with the ωB97M-V functional and the def2-TZVPD basis.

```
21
Properties=species:S:1:pos:R:3:forces:R:3
O 0.2560 -2.0496 -0.8455 -0.04 -0.76 -0.54
O 0.8371 -2.9600 1.6448 0.12 -0.21 0.07
N -1.3863 0.0672 0.8041 -0.21 0.12 0.52
N 0.8218 1.1024 -0.9583 0.21 -0.44 0.09
C -0.2281 1.0380 -1.9582 -0.02 -0.26 0.33
C -0.5600 1.1696 1.2641 0.29 -0.50 -0.55
C 0.5737 1.7323 0.3091 -0.67 -0.15 0.93
H 1.7180 -2.5768 1.5844 -0.01 0.08 0.16
H 1.2120 0.1761 -0.8109 -0.16 0.15 -0.10
H -0.0917 -2.4479 -1.6626 0.20 0.30 0.43
H -1.1134 0.4553 -1.7110 -0.16 -0.21 0.42
H 0.1958 0.5014 -2.8086 -0.05 0.66 -0.39
H 0.3626 2.7982 0.2077 0.18 0.09 -0.42
H 1.4832 1.6426 0.9059 0.21 0.21 -0.24
H 0.4889 -2.8054 -0.2699 -0.25 0.52 -0.06
H -0.8633 -0.7028 0.4158 0.02 0.07 -0.37
H -1.2242 1.9848 1.5280 -0.07 0.12 0.25
H -0.6105 2.0408 -2.1491 0.35 0.08 -0.53
H -2.1063 0.3790 0.1778 -0.03 -0.16 -0.27
H -0.0760 0.7999 2.1651 0.10 0.27 0.33
H 0.3107 -2.3449 2.1674 0.00 0.04 -0.06
```
Positions in Å, forces in eV/Å.

Properties
- ΔE to the lowest compared entry with this formula, charge and spin (kJ/mol) = 113.26
- energy (eV) = -10412.61724
- HOMO (eV) = -7.893
- SMILES = CNCCN.O.O
- molar mass (g mol⁻¹) = 110.16

Löwdin population analysis, charges in e, atoms 1 to 4: -0.083 -0.046 -0.013 -0.131

---

# 4
Computed, not measured: a cluster of 3 separate species, C3H14N2O3 in total, with the ωB97M-V functional and the def2-TZVPD basis.

```
22
Properties=species:S:1:pos:R:3:forces:R:3
O 0.3581 0.9191 -2.0624 0.09 -0.10 0.13
O 1.1844 -1.7905 -0.8705 0.23 0.00 -0.04
O 1.0683 3.1087 -0.3803 -0.66 0.19 -0.02
N -2.2808 -0.1749 0.3121 0.04 -0.28 -0.51
N 0.8583 0.2169 1.0843 0.03 -0.16 0.45
C -1.4407 -0.4363 1.4680 -0.19 0.50 0.19
C -0.0536 -1.7823 -0.1593 0.07 -0.03 0.42
C -0.0339 -0.9243 1.1261 -0.01 -0.06 -0.75
H 0.4473 1.1022 0.8365 0.07 0.02 -0.17
H 1.9398 -1.9649 -0.2980 -0.21 -0.19 0.12
H 0.3614 3.7739 -0.4280 0.44 -0.25 0.08
H -0.7513 -1.3905 -0.8751 -0.34 0.15 -0.19
H 0.7217 2.3690 -0.9125 0.22 0.14 -0.17
H 1.7379 0.0587 0.6245 0.02 0.15 -0.14
H -1.9414 0.5534 -0.3089 -0.09 -0.06 0.28
H -0.4049 -2.7863 0.1332 0.32 0.07 -0.30
H -1.2828 0.4707 2.0625 -0.08 -0.09 0.31
H 0.5797 0.9996 -2.9947 0.02 0.00 0.00
H -1.9486 -1.1616 2.1018 -0.05 -0.05 -0.05
H -3.2517 -0.0367 0.5365 0.01 0.19 0.11
H 0.9257 0.2094 -1.7164 -0.18 -0.12 -0.05
H 0.2724 -1.5936 1.9269 0.26 0.01 0.31
```
Positions in Å, forces in eV/Å.

Properties
- ΔE to the lowest compared entry with this formula, charge and spin (kJ/mol) = 64.47
- energy (eV) = -12460.48971
- HOMO (eV) = -8.899
- SMILES = NC[C@H](N)CO.O.O
- molar mass (g mol⁻¹) = 126.16

Löwdin population analysis, charges in e, atoms 1 to 4: -0.052 -0.085 -0.084 -0.003

---

molar mass of number 1 (C3H13O3S)?
129.20 g mol⁻¹